1.
Computed, not measured: a structure of composition C23H32BaGeIN5O4 in a non-equilibrium geometry, with ωB97M-V/def2-TZVPD.

Charge = -2
Orbital gap (spin up / spin down) = 4.1 / 4.2 eV
Lowest unoccupied orbital energy (spin up / spin down) = 3.87 / 3.87 eV
Largest force on an atom = 5.21 eV/A

Structure (XYZ):
```
67
Properties=species:S:1:pos:R:3:forces:R:3
Ba 0.039 -1.262 -0.605 -4.83 -0.36 -1.92
C 3.554 -3.476 -2.243 -0.24 0.15 0.18
C 2.825 -2.697 -1.147 1.55 -0.37 -0.09
O 1.559 -2.652 -1.230 2.49 -2.78 -0.94
C 3.594 -2.138 -0.142 -0.03 -0.36 -0.59
C 3.148 -1.344 0.934 0.47 0.41 0.98
C 4.113 -1.035 2.055 -0.17 0.11 -0.27
N 1.917 -0.859 0.999 0.39 -0.20 0.02
N 1.615 -0.080 1.986 0.45 -0.54 1.25
C 0.266 0.471 1.957 0.69 1.21 0.19
O -0.590 0.007 1.022 -0.93 1.08 2.43
C -0.314 0.535 3.352 -0.03 -0.11 0.22
C -1.680 0.758 3.490 0.01 -0.08 -0.19
C -2.241 1.020 4.721 -0.17 -0.04 0.18
C -1.445 1.046 5.858 -0.10 0.03 0.19
C -0.086 0.800 5.737 -0.08 -0.01 0.33
C 0.475 0.545 4.499 0.09 -0.13 -0.09
H 2.933 -3.467 -3.135 -0.02 -0.01 -0.14
H 3.686 -4.515 -1.939 0.02 -0.11 -0.02
H 4.530 -3.047 -2.471 0.07 -0.03 0.02
H 4.653 -2.365 -0.158 0.05 0.03 -0.08
H 5.136 -1.275 1.772 0.09 -0.05 -0.04
H 3.851 -1.606 2.947 -0.03 0.00 0.11
H 4.027 0.019 2.313 0.07 0.08 0.11
H -2.276 0.727 2.590 -0.13 0.00 -0.09
H -3.308 1.188 4.808 -0.04 0.02 -0.02
H -1.885 1.237 6.830 0.01 0.03 0.02
H 0.531 0.798 6.630 0.06 0.01 -0.04
H 1.532 0.352 4.404 0.13 0.01 -0.05
C 3.242 0.858 -3.636 0.25 -0.20 0.22
O 1.959 1.392 -3.952 -0.57 -0.02 0.09
C 0.943 0.795 -3.280 0.22 0.50 -0.90
O 1.097 -0.109 -2.505 0.74 0.46 -0.83
N -0.256 1.321 -3.659 -0.07 0.39 -0.17
N -1.360 0.916 -2.900 -0.12 -0.02 0.20
H 3.929 1.253 -4.383 -0.08 -0.01 0.04
H 3.214 -0.233 -3.664 0.08 0.12 -0.03
H 3.544 1.169 -2.634 0.00 -0.03 -0.06
H -0.215 2.281 -4.004 0.02 -0.37 0.29
H -2.211 0.993 -3.448 0.27 -0.06 0.14
H -1.440 1.428 -2.020 -0.01 0.13 -0.31
C -2.424 2.206 0.058 0.49 0.03 0.09
Ge -0.560 2.823 0.540 0.32 1.03 0.21
C 0.173 3.522 -1.240 -0.23 -0.30 0.32
C -0.938 4.642 1.382 0.04 -0.47 -0.26
C 0.715 1.867 1.602 -0.78 0.74 -0.77
H -2.788 2.658 -0.867 0.05 0.18 -0.04
H -3.104 2.495 0.854 -0.06 0.05 0.15
H -2.451 1.126 -0.025 -0.02 -0.22 0.01
H -0.622 3.787 -1.938 -0.23 0.02 -0.14
H 0.840 2.808 -1.716 0.14 -0.11 -0.01
H 0.744 4.429 -1.059 0.16 0.11 0.17
H -1.467 5.291 0.688 -0.15 0.14 -0.19
H -0.010 5.137 1.656 0.22 0.00 0.03
H -1.538 4.539 2.282 -0.10 -0.10 0.16
H 1.264 2.401 2.369 -0.08 0.24 0.03
I -3.750 -7.503 -1.503 0.02 0.18 -0.14
C -3.351 -4.668 -2.200 -0.37 0.30 0.21
C -4.510 -3.971 -2.502 -0.01 -0.38 -0.17
C -4.631 -2.642 -2.117 0.08 0.15 -0.07
C -3.555 -2.044 -1.481 -0.11 0.16 0.02
N -2.421 -2.684 -1.216 -0.27 -0.06 0.08
C -2.348 -3.977 -1.541 0.34 -0.42 -0.11
H -5.322 -4.451 -3.040 -0.01 -0.08 0.11
H -5.534 -2.068 -2.311 0.08 -0.09 0.01
H -3.603 -1.009 -1.160 -0.01 0.06 -0.01
H -1.418 -4.465 -1.265 -0.03 -0.08 -0.04
```
Forces are in eV/Å.

2.
Computed, not measured: a cluster of 2 separate species, C4H14NOS in total in a non-equilibrium geometry, with ωB97M-V/def2-TZVPD.

Charge = +1
Orbital gap = 8.5 eV
Lowest unoccupied orbital energy = -3.42 eV
Largest force on an atom = 4.96 eV/A

Structure (XYZ):
```
21
Properties=species:S:1:pos:R:3:forces:R:3
C -0.926 1.617 0.535 -1.29 -1.28 -1.21
C 0.226 1.101 1.397 -0.22 0.36 0.27
C 1.342 0.238 0.774 -0.74 -0.10 -1.80
S 0.855 -1.412 -0.046 0.74 1.68 -0.38
C -0.161 -2.477 0.968 1.77 -0.08 3.25
N -0.431 2.494 -0.661 4.02 -0.39 2.88
H -1.496 0.724 0.056 1.10 1.62 0.67
H -1.703 2.221 1.091 1.20 -0.47 -0.59
H -0.285 0.634 2.253 0.18 -0.56 -0.43
H 0.739 1.890 1.958 -0.07 0.52 -0.45
H 2.114 0.251 1.504 0.65 -0.98 0.83
H 1.913 0.718 -0.106 -1.27 -0.46 1.00
H 0.540 -3.184 1.514 -0.77 0.72 -0.56
H -0.690 -3.117 0.281 -0.91 0.27 0.05
H -0.658 -1.919 1.840 -0.08 -0.93 -1.77
H -0.088 2.046 -1.486 -0.05 -1.59 -0.69
H -1.098 3.110 -0.985 -1.94 2.04 -0.54
H 0.481 3.013 -0.339 -2.37 -0.64 -0.50
H -1.497 -0.971 -1.764 0.01 -0.61 0.60
H -1.253 -0.797 -3.259 -0.10 0.82 1.13
O -1.322 -0.295 -2.405 0.13 0.07 -1.77
```
Forces are in eV/Å.

3.
Computed, not measured: a cluster of 2 separate species, C4H14NS2 in total in a non-equilibrium geometry, with ωB97M-V/def2-TZVPD.

Charge = +1
Orbital gap = 10.0 eV
Lowest unoccupied orbital energy = -2.84 eV
Largest force on an atom = 1.32 eV/A

Structure (XYZ):
```
21
Properties=species:S:1:pos:R:3:forces:R:3
C -0.734 -3.828 -0.829 -0.32 0.27 0.49
S 0.044 -2.226 -0.418 -0.26 -0.24 -0.41
S 0.064 -1.241 -2.243 0.00 -0.06 0.41
H -1.810 -3.752 -0.971 0.07 0.35 -0.28
H -0.628 -4.450 0.062 0.42 -0.07 -0.16
H -0.244 -4.237 -1.704 0.07 -0.22 0.07
H 1.275 -1.653 -2.649 0.04 0.01 -0.05
C -1.142 2.483 -0.408 -0.04 0.30 -0.04
C -0.113 2.279 0.672 0.33 -1.19 0.45
N 0.389 0.827 0.632 0.03 1.11 -0.61
C 1.450 0.544 1.634 -0.27 -0.02 -0.03
H -2.056 1.910 -0.255 0.07 -0.09 0.12
H -1.423 3.535 -0.431 -0.01 -0.01 -0.05
H -0.728 2.223 -1.384 -0.02 0.06 -0.03
H 0.763 2.916 0.587 0.01 0.03 -0.15
H -0.474 2.327 1.698 -0.31 0.53 -0.11
H 0.720 0.611 -0.315 0.08 -0.01 -0.01
H -0.441 0.249 0.723 -0.01 -0.50 0.34
H 2.303 1.175 1.411 0.10 -0.05 -0.12
H 1.709 -0.508 1.572 0.08 -0.02 0.12
H 1.076 0.815 2.617 -0.05 -0.17 0.06
```
Forces are in eV/Å.